90
Properties=species:S:1:pos:R:3:forces:R:3:lowdin_spin:R:1 method="wB97M-V/def2-TZVPD" de_lowest_kcal_mol=7.6 multiplicity=5 e_tot_ev=-74443.789 charge=+3 largest_force_ev_per_a=1.26 gap_ev="8.224 / 4.465" s_squared=6.0295
Rh 0.5591 0.4088 0.7064 -1.00 0.32 -0.70 2.10
C 5.4996 -0.0546 5.5354 -0.09 -0.15 -0.11 0.01
C 4.5295 0.6673 4.5859 0.06 -0.18 0.06 0.04
C 4.7371 2.1980 4.7672 -0.08 0.16 -0.09 0.04
C 4.8179 0.3495 3.1369 -0.01 0.07 0.51 0.09
C 6.1144 0.2067 2.6531 -0.20 0.05 0.08 -0.01
C 6.3655 -0.0242 1.3113 0.20 0.08 0.29 0.11
C 5.3144 -0.0991 0.4038 -0.82 0.05 0.06 0.03
C 4.0107 0.0628 0.8426 -0.22 0.17 -0.53 0.06
P 2.6189 -0.0610 -0.3475 0.82 -0.61 -0.60 0.14
C 2.9394 1.1476 -1.6536 -0.26 -0.04 0.09 0.02
C 2.1402 1.0292 -2.7985 0.10 -0.17 0.26 0.02
C 2.1866 1.9987 -3.7802 -0.04 0.11 0.00 0.00
C 3.0222 3.0978 -3.6278 0.06 -0.09 0.15 0.02
C 3.8245 3.2124 -2.4979 -0.07 0.15 -0.14 0.00
C 3.7781 2.2521 -1.5029 -0.07 -0.28 0.06 0.01
C 2.7895 -1.7319 -1.0454 -0.36 0.26 0.28 0.02
C 3.5627 -2.0453 -2.1620 -0.07 0.08 0.15 0.01
C 3.6222 -3.3627 -2.5896 0.04 -0.02 -0.01 0.00
C 2.9213 -4.3564 -1.9176 0.02 0.13 0.04 0.00
C 2.1496 -4.0414 -0.8071 0.02 -0.11 -0.02 0.00
C 2.0820 -2.7327 -0.3727 -0.03 0.30 0.03 0.02
C 3.7624 0.2774 2.2097 0.31 0.01 -0.42 0.09
O 2.4580 0.3882 2.5825 0.94 -0.23 0.70 0.29
C 2.1284 0.2686 3.8976 -0.39 0.00 0.39 0.08
C 0.7709 0.0351 4.1834 -0.44 -0.06 -0.28 0.06
C 0.3656 -0.0897 5.5018 0.05 0.04 -0.74 0.03
C 1.3034 0.0290 6.5227 0.22 0.08 0.18 0.11
C 2.6361 0.2607 6.2328 0.00 -0.01 -0.15 -0.01
C 3.0884 0.3639 4.9208 0.39 0.15 -0.06 0.09
P -0.4218 -0.1173 2.8009 -0.52 -0.11 0.68 0.15
C -1.0913 -1.7901 2.8430 0.15 0.07 -0.18 0.02
C -0.4149 -2.8467 3.4603 -0.13 0.29 -0.06 0.01
C -0.9125 -4.1306 3.3316 -0.07 -0.15 -0.08 0.00
C -2.0582 -4.3774 2.5848 0.07 0.15 -0.06 0.02
C -2.7193 -3.3303 1.9515 0.04 -0.16 0.06 0.00
C -2.2311 -2.0447 2.0674 0.15 0.24 0.08 0.02
C -1.7163 1.1101 3.1699 0.33 -0.03 -0.27 0.03
C -3.0273 0.8219 3.5376 0.06 -0.12 0.04 0.01
C -3.9209 1.8616 3.7412 -0.07 0.08 0.01 0.00
C -3.5301 3.1783 3.5487 0.06 -0.07 0.00 0.01
C -2.2254 3.4699 3.1736 0.00 0.06 0.06 0.00
C -1.3214 2.4419 2.9999 0.14 -0.16 -0.08 0.01
H 6.5258 0.2247 5.3218 0.06 0.04 0.02 0.00
H 5.4041 -1.1329 5.4350 0.02 -0.11 0.05 0.00
H 5.3130 0.2221 6.5680 0.00 0.03 0.04 0.00
H 5.7689 2.4535 4.5428 0.10 0.00 -0.03 0.00
H 4.5231 2.4817 5.7942 -0.03 -0.02 0.09 0.00
H 4.0859 2.7636 4.1048 -0.07 0.13 -0.05 0.00
H 6.9435 0.2765 3.3391 0.06 -0.02 0.01 0.00
H 7.3839 -0.1353 0.9716 0.09 -0.04 -0.04 0.00
H 5.5011 -0.2846 -0.6429 0.08 -0.03 -0.11 0.00
H 1.5044 0.1592 -2.9122 -0.08 0.01 -0.08 0.00
H 1.5624 1.9099 -4.6557 -0.01 -0.04 -0.11 0.00
H 3.0501 3.8597 -4.3914 0.04 0.07 -0.06 0.00
H 4.4797 4.0631 -2.3915 0.09 0.06 0.01 0.00
H 4.4025 2.3472 -0.6262 0.06 0.08 0.07 0.00
H 4.1033 -1.2752 -2.6944 0.02 0.05 -0.07 0.00
H 4.2169 -3.6167 -3.4544 0.04 -0.01 -0.05 0.00
H 2.9753 -5.3777 -2.2612 0.00 -0.08 -0.05 0.00
H 1.5992 -4.8140 -0.2930 -0.04 -0.07 0.05 0.00
H 1.4691 -2.4604 0.4871 0.01 -0.15 -0.05 0.01
H -0.6705 -0.2783 5.7398 -0.13 -0.01 -0.02 0.00
H 0.9883 -0.0570 7.5514 -0.02 -0.02 0.10 0.00
H 3.3316 0.3598 7.0498 0.09 -0.01 0.05 0.00
H 0.4844 -2.6710 4.0376 -0.02 -0.01 0.03 0.00
H -0.3982 -4.9486 3.8070 0.06 -0.14 0.10 0.00
H -2.4266 -5.3859 2.4738 -0.03 -0.08 0.07 0.00
H -3.6066 -3.5218 1.3654 -0.04 -0.01 -0.01 0.00
H -2.7254 -1.2268 1.5595 -0.06 -0.01 -0.02 0.00
H -3.3612 -0.1941 3.6803 0.03 -0.14 0.02 0.00
H -4.9301 1.6435 4.0545 -0.09 -0.05 0.01 0.00
H -4.2343 3.9802 3.6999 -0.12 0.08 0.02 0.00
H -1.9208 4.4952 3.0229 0.05 0.06 0.04 0.00
H -0.2946 2.6582 2.7214 -0.03 0.11 0.01 0.00
O -1.5870 0.1974 -0.3980 0.45 -0.02 0.00 0.06
C -2.2539 1.4458 -0.5678 -0.43 0.32 0.27 0.01
C -1.3240 2.6195 -0.3806 -0.06 0.30 -0.15 0.02
C -1.7867 3.9209 -0.5719 0.11 -0.18 0.07 0.00
C -0.9109 4.9830 -0.4266 -0.02 -0.19 0.08 0.00
C 0.4140 4.7231 -0.0964 -0.01 -0.18 0.07 0.00
C 0.7877 3.4125 0.1191 0.26 0.69 -0.03 0.01
N -0.0603 2.3946 -0.0185 0.12 -0.71 0.28 0.10
H -1.8333 -0.3983 -1.1137 0.07 -0.11 0.03 0.00
H -3.0528 1.5112 0.1862 0.11 0.02 -0.16 0.00
H -2.7217 1.5114 -1.5542 0.09 -0.05 0.08 0.00
H -2.8244 4.0974 -0.8110 -0.10 -0.04 -0.11 0.00
H -1.2544 5.9999 -0.5474 -0.03 0.04 -0.10 0.00
H 1.1314 5.5198 0.0128 0.08 0.07 0.02 0.00
H 1.8020 3.1645 0.4116 -0.04 0.00 -0.04 0.00


72
Properties=species:S:1:pos:R:3:forces:R:3:lowdin_charge:R:1 method="wB97M-V/def2-TZVPD" de_lowest_kcal_mol=38.7 e_tot_ev=-50477.193 charge=+2 largest_force_ev_per_a=0.92 gap_ev=8.561
Y -0.3547 -0.0524 -0.3732 0.10 -0.48 0.66 1.68
C 0.4639 -2.7375 1.9481 -0.17 0.04 0.10 -0.14
C 1.1500 -3.3695 0.7663 -0.01 -0.02 -0.19 -0.15
O 1.2372 -2.4216 -0.2943 0.08 0.10 0.23 -0.21
C 1.7855 -3.0024 -1.4684 0.01 0.02 0.07 -0.16
C 1.5631 -2.0402 -2.6047 -0.02 0.15 -0.15 -0.14
O 0.2563 -1.4612 -2.5947 0.00 0.37 0.56 -0.21
C -0.8028 -2.2715 -3.1186 0.15 0.06 -0.15 -0.13
C -1.4319 -3.1660 -2.0890 -0.01 -0.06 0.08 -0.15
O -1.6291 -2.4404 -0.8759 -0.04 0.52 0.02 -0.20
C -2.1034 -3.3054 0.1582 -0.01 -0.08 -0.09 -0.15
C -1.9163 -2.6373 1.4931 0.11 0.03 0.12 -0.18
O -0.6658 -1.9465 1.5918 0.08 0.13 -0.22 -0.25
H 1.1427 -2.0680 2.4626 0.00 0.03 0.08 0.10
H 0.1735 -3.5206 2.6491 -0.02 -0.02 0.09 0.15
H 0.6057 -4.2480 0.4156 -0.04 -0.07 -0.07 0.13
H 2.1467 -3.6989 1.0723 0.06 -0.05 -0.02 0.15
H 1.3116 -3.9658 -1.6593 -0.07 -0.09 0.00 0.13
H 2.8580 -3.1798 -1.3522 0.06 -0.04 0.02 0.15
H 1.7413 -2.5487 -3.5507 0.03 0.03 -0.14 0.15
H 2.2560 -1.2024 -2.5373 -0.01 0.02 -0.02 0.12
H -0.4366 -2.8802 -3.9456 0.06 0.01 -0.08 0.15
H -1.5318 -1.5775 -3.5059 -0.08 0.14 -0.12 0.10
H -0.8156 -4.0398 -1.8758 0.06 -0.08 0.06 0.12
H -2.3851 -3.5214 -2.4846 -0.10 -0.05 0.03 0.15
H -1.5610 -4.2500 0.1032 0.08 -0.06 -0.05 0.13
H -3.1629 -3.5215 0.0143 -0.08 -0.05 -0.05 0.15
H -1.9987 -3.3790 2.2872 -0.01 -0.03 0.09 0.15
H -2.6791 -1.8868 1.6511 -0.07 0.10 0.06 0.05
C 1.6687 4.1083 -1.0104 0.00 -0.09 0.08 -0.06
O 1.7288 2.7335 -0.5988 -0.11 0.21 -0.09 -0.25
C 3.0568 2.3426 -0.3382 -0.01 0.12 0.21 -0.21
C 3.1468 0.8576 -0.4665 0.05 -0.29 0.00 -0.16
O 2.2921 0.1928 0.4926 -0.21 0.21 -0.46 -0.30
C 3.0305 -0.3959 1.5647 0.02 0.07 -0.04 -0.06
H 2.2578 4.2589 -1.9153 0.01 -0.02 -0.04 0.10
H 2.0524 4.7623 -0.2231 0.00 -0.01 0.02 0.10
H 0.6350 4.3509 -1.2161 -0.18 -0.03 -0.01 0.09
H 3.3538 2.6579 0.6703 0.09 0.06 0.03 0.14
H 3.7506 2.8008 -1.0477 0.04 0.01 -0.05 0.14
H 4.1818 0.5457 -0.3287 0.01 -0.16 -0.01 0.14
H 2.8258 0.5552 -1.4652 -0.02 0.01 -0.01 0.12
H 3.8036 0.2910 1.9129 0.01 0.01 0.01 0.11
H 3.4981 -1.3308 1.2497 -0.02 0.00 -0.02 0.11
H 2.3436 -0.5903 2.3831 0.00 0.04 0.03 0.08
C 0.9395 3.3338 4.5011 -0.03 -0.06 -0.07 0.01
C -0.3314 2.6692 4.1150 0.13 -0.04 -0.09 -0.30
N -1.4125 2.6222 4.8136 -0.32 -0.26 -0.37 0.16
N -2.2842 1.8905 4.0363 -0.29 0.16 0.55 0.06
C -1.7736 1.4725 2.8853 -0.13 -0.08 0.11 -0.72
S -2.5098 0.5934 1.6567 0.10 0.14 -0.47 0.73
N -0.5196 1.9604 2.9307 0.57 0.22 -0.08 -0.09
N 0.3607 1.7788 1.8786 0.00 -0.27 -0.41 0.11
H 0.7941 3.8168 5.4642 0.00 0.00 -0.02 0.10
H 1.2348 4.0897 3.7692 -0.04 -0.05 0.04 0.09
H 1.7510 2.6073 4.6018 -0.06 0.04 -0.01 0.09
H -3.2242 1.7290 4.3561 -0.08 0.01 0.07 0.17
H 0.4419 2.6302 1.3340 0.14 0.15 -0.17 0.11
H 1.2716 1.5333 2.2394 0.14 -0.04 -0.02 0.09
C -3.6480 1.6224 -1.4506 -0.05 0.07 -0.02 -0.12
C -2.4862 1.8040 -2.4192 0.20 0.12 0.03 -0.52
C -2.5918 0.7572 -3.5211 0.03 0.03 -0.06 -0.09
C -1.1036 1.7769 -1.7238 -0.22 -0.88 0.16 -0.30
H -4.6056 1.6559 -1.9785 0.08 0.02 0.05 0.09
H -3.6654 2.3879 -0.6714 0.03 -0.07 -0.03 0.07
H -3.5876 0.6425 -0.9596 -0.03 0.00 0.00 0.03
H -2.5991 2.7881 -2.8837 -0.06 0.02 -0.07 0.13
H -2.7538 -0.2287 -3.0668 -0.03 0.08 -0.04 0.06
H -1.6931 0.7234 -4.1472 -0.09 -0.01 0.06 0.08
H -3.4473 0.9501 -4.1728 0.04 -0.03 0.05 0.09
H -1.0631 2.6369 -1.0361 0.12 -0.01 0.05 0.03
H -0.3366 1.9561 -2.4969 0.03 0.04 0.16 0.04


14
Properties=species:S:1:pos:R:3:forces:R:3:lowdin_charge:R:1 method="wB97M-V/def2-TZVPD" de_lowest_kcal_mol=77.1 e_tot_ev=-25945.070 charge=0 largest_force_ev_per_a=3.81 smiles=CC1(S)CSC1 gap_ev=9.467
C -0.9803 0.1993 -1.2894 -1.20 0.05 -2.37 -0.16
C -0.2637 0.3452 0.0080 3.26 -0.20 1.97 -0.82
S -0.8125 1.6906 1.2277 -0.22 -0.13 -2.22 0.71
C -0.2225 -0.9924 0.9528 0.42 2.22 -1.26 -0.46
S 1.5966 -0.8741 1.2384 -1.04 -0.55 1.30 0.75
C 1.4721 0.1253 -0.2278 0.14 1.18 0.12 -0.46
H -0.5195 -0.9153 -1.4940 -2.04 2.70 -0.79 0.12
H -0.7908 1.0275 -2.2150 0.25 -2.38 2.75 0.14
H -2.1693 0.3306 -1.2134 2.56 -1.10 0.12 0.11
H 0.1400 1.4235 2.0778 0.78 -0.29 0.72 -0.18
H -0.9381 -0.8042 1.7283 0.11 -0.49 0.86 0.04
H -0.4579 -1.8557 0.3866 -0.29 -0.99 -0.51 0.04
H 1.5523 -0.6382 -1.0654 0.15 1.66 0.42 0.06
H 2.3936 0.9379 -0.1144 -2.88 -1.68 -1.11 0.12